# 1
126
Properties=species:S:1:pos:R:3:forces:R:3 method="wB97M-V/def2-TZVPD" total_energy_ha=-2648.3437 total_charge=0 de_lowest_kcal_mol=92.4 e_homo_ev=-9.30
C 4.479 5.445 -0.674 0.495 -0.690 -0.067
C 5.660 4.789 -0.327 -0.583 -0.472 0.384
C 5.930 3.472 -0.799 -0.478 1.465 -0.639
N 5.109 2.837 -1.634 -1.897 1.046 -0.322
C 3.948 3.493 -1.977 1.418 1.307 0.420
C 3.626 4.813 -1.550 0.147 -1.841 -0.547
H 4.255 6.420 -0.268 0.052 0.094 -0.035
H 6.221 5.347 0.409 0.805 -0.477 -0.092
H 6.880 2.968 -0.703 0.139 0.103 0.683
H 3.330 3.081 -2.762 -0.038 -0.583 0.181
H 2.727 5.277 -1.930 -0.081 0.021 0.049
C -7.884 0.407 -0.681 -1.637 0.098 -0.050
C -6.715 1.066 -0.959 -0.493 1.774 -0.223
C -6.719 2.084 -1.956 -2.415 -2.274 0.039
N -7.882 2.324 -2.711 2.310 -0.448 0.508
C -8.958 1.562 -2.504 0.247 -0.273 2.605
C -9.043 0.652 -1.420 1.376 -0.180 -0.708
H -7.950 -0.205 0.206 0.075 -0.321 -0.053
H -5.995 0.954 -0.162 0.922 0.103 -0.634
H -5.751 2.522 -2.150 -0.431 0.861 -0.480
H -9.918 1.751 -2.962 0.284 0.462 -0.853
H -9.935 0.089 -1.185 -0.220 0.184 -0.167
C 0.580 -8.299 1.418 0.021 1.651 -0.976
C 0.599 -6.893 1.128 1.408 -2.914 -0.611
C 1.354 -6.535 -0.024 -1.601 -1.589 0.034
N 1.917 -7.424 -0.865 0.839 -0.834 1.638
C 2.001 -8.769 -0.452 -0.841 2.900 -1.829
C 1.253 -9.235 0.569 -0.782 0.938 2.525
H 0.009 -8.646 2.266 -0.027 -0.146 0.041
H 0.097 -6.133 1.709 -0.011 -0.149 0.151
H 1.201 -5.501 -0.296 0.758 0.181 -0.654
H 2.531 -9.437 -1.115 0.159 0.122 -0.098
H 1.224 -10.273 0.865 0.082 -0.133 -0.214
C 8.431 -3.198 -2.683 1.099 -0.645 -0.282
C 7.553 -4.156 -2.285 -1.379 -1.081 0.232
C 6.173 -3.941 -2.363 0.006 0.970 -0.749
N 5.624 -2.783 -2.844 2.406 -1.232 -0.333
C 6.573 -1.961 -3.374 -1.301 1.325 1.728
C 7.951 -2.076 -3.284 -0.162 0.100 0.030
H 9.489 -3.400 -2.597 0.167 0.174 0.064
H 7.909 -5.127 -1.972 -0.007 -0.004 0.318
H 5.501 -4.735 -2.072 -0.233 0.097 0.190
H 6.198 -0.963 -3.549 -0.262 0.058 -0.868
H 8.654 -1.311 -3.577 -0.366 0.254 -0.303
C -2.319 -3.075 -7.635 0.716 -0.826 0.243
C -1.369 -2.847 -6.616 0.756 -1.390 -0.145
C -0.491 -3.891 -6.233 -0.923 -0.975 -1.737
N -0.483 -5.168 -6.814 -1.099 3.026 0.547
C -1.416 -5.314 -7.771 0.138 0.068 0.364
C -2.350 -4.344 -8.218 1.210 0.194 0.713
H -2.986 -2.322 -8.028 0.046 0.258 0.240
H -1.162 -1.899 -6.140 -0.490 0.215 -0.080
H 0.274 -3.666 -5.506 0.064 -0.281 0.135
H -1.382 -6.307 -8.194 -0.292 -0.067 -0.378
H -2.978 -4.533 -9.076 -0.148 -0.218 0.131
C -2.421 -0.702 5.843 0.059 -0.476 1.014
C -1.392 -1.544 6.299 -0.923 1.529 -0.756
C -0.718 -2.201 5.322 0.530 -1.580 -0.438
N -1.055 -2.275 4.026 -0.356 0.725 -0.453
C -2.089 -1.524 3.610 0.792 0.702 1.697
C -2.783 -0.680 4.508 0.321 -0.793 -0.530
H -2.896 -0.137 6.631 -0.477 0.372 -0.338
H -1.075 -1.582 7.331 -0.073 0.034 -0.003
H 0.127 -2.791 5.644 0.277 -0.257 -0.341
H -2.285 -1.431 2.552 -0.119 -0.516 -0.142
H -3.602 -0.102 4.106 -0.018 0.266 0.252
C -5.250 -4.228 -3.538 0.741 0.338 1.235
C -4.782 -4.336 -2.081 -0.955 0.256 1.808
C -3.327 -4.508 -1.721 0.039 -1.019 -1.437
O -5.581 -4.254 -1.154 0.306 -0.085 -1.216
H -5.185 -5.187 -4.052 -0.315 -0.046 0.114
H -4.551 -3.566 -4.050 -0.144 0.180 -0.174
H -6.246 -3.795 -3.445 0.019 -0.261 -0.573
H -2.784 -3.564 -1.762 -0.027 -0.038 0.191
H -2.954 -5.147 -2.521 0.630 0.104 -0.198
H -3.172 -5.099 -0.818 -0.264 0.603 0.242
C -4.378 4.551 3.592 -0.411 -1.708 0.132
C -4.662 5.491 4.719 -0.061 3.720 1.119
C -4.745 4.889 6.131 -0.439 -0.923 -0.449
O -4.766 6.736 4.650 0.214 -3.203 -0.502
H -3.378 4.581 3.159 -0.001 0.388 0.216
H -5.093 4.414 2.782 -0.192 1.115 -0.091
H -4.517 3.584 4.075 0.636 -0.376 -0.127
H -3.770 4.783 6.606 0.166 0.805 0.031
H -5.040 3.840 6.139 -0.393 -0.110 -0.400
H -5.489 5.416 6.729 0.495 0.292 0.062
C 5.030 -1.148 2.530 -0.343 -0.882 0.568
C 5.699 -1.519 3.884 -1.350 -2.413 0.627
C 6.944 -0.763 4.211 0.352 -0.271 -0.041
O 5.238 -2.374 4.674 0.990 2.349 -2.254
H 4.681 -0.118 2.607 0.037 0.071 -0.151
H 4.196 -1.803 2.279 -0.270 0.067 0.630
H 5.637 -1.269 1.632 0.740 0.370 0.350
H 7.829 -1.400 4.204 -0.152 -0.445 -0.108
H 6.861 -0.458 5.254 0.065 0.661 -0.208
H 7.138 -0.021 3.436 -0.086 0.503 0.570
C 2.488 2.379 4.686 -0.842 2.542 -0.446
C 2.146 3.921 4.534 1.100 0.533 0.193
C 3.020 4.819 5.405 0.643 0.006 -0.201
O 1.387 4.445 3.751 -0.061 -1.242 0.174
H 2.178 1.941 3.737 -0.158 -0.620 0.544
H 1.927 2.170 5.597 -0.240 -0.887 -0.257
H 3.544 2.245 4.918 -0.114 0.004 -0.246
H 3.190 5.783 4.927 -0.210 -0.096 -0.248
H 3.976 4.298 5.444 0.185 0.266 0.429
H 2.699 5.072 6.416 -0.311 -0.531 0.032
C -0.573 2.096 -0.538 -0.216 -0.682 0.194
C -0.712 0.726 -1.226 -0.928 0.231 -1.172
C 0.252 -0.409 -0.791 0.685 0.343 -0.073
O -1.595 0.596 -2.090 2.096 -0.273 1.939
H -1.036 2.858 -1.165 0.354 0.016 -0.014
H 0.422 2.325 -0.158 0.213 0.066 -0.597
H -1.141 2.088 0.392 -0.380 -0.282 0.070
H 0.990 -0.726 -1.528 -0.903 -0.239 -1.193
H -0.245 -1.290 -0.383 -0.150 0.140 -0.172
H 1.066 -0.120 -0.127 -0.754 0.669 1.032
C -1.328 8.249 -3.452 -0.601 -1.071 0.677
C -1.926 7.545 -2.181 -3.618 -1.256 -1.749
C -1.436 7.854 -0.841 0.565 -0.129 1.298
O -2.846 6.689 -2.238 2.555 2.119 -0.743
H -1.179 9.327 -3.388 0.404 -0.176 0.603
H -1.898 8.118 -4.371 -0.385 -0.462 0.363
H -0.412 7.673 -3.588 0.478 0.505 -0.188
H -0.504 7.298 -0.731 0.448 0.320 0.145
H -2.111 7.384 -0.125 -0.076 0.154 -0.077
H -1.309 8.903 -0.576 0.236 -0.020 -0.312

# 2
122
Properties=species:S:1:pos:R:3:forces:R:3 method="wB97M-V/def2-TZVPD" total_energy_ha=-3129.7476 total_charge=+3 multiplicity=2 de_lowest_kcal_mol=0.0 e_homo_ev="-16.81 / -16.83"
Ir 0.301 -0.033 -0.004 0.239 0.170 -0.084
C -0.432 -3.511 -0.139 0.038 0.035 0.007
Si -1.063 -1.895 0.536 -0.119 -0.038 -0.081
C -2.742 -1.469 -0.180 -0.027 -0.040 -0.002
C -3.912 -2.095 0.243 -0.001 -0.012 -0.004
C -5.143 -1.727 -0.290 0.011 0.015 -0.015
C -5.219 -0.729 -1.252 0.011 -0.002 0.004
C -4.065 -0.096 -1.695 -0.011 -0.014 0.014
C -2.834 -0.472 -1.165 -0.003 -0.052 0.041
P -1.278 0.268 -1.662 0.014 0.012 0.072
C -0.464 -0.831 -2.897 -0.107 -0.043 -0.066
C 0.953 -0.398 -3.322 0.045 -0.014 0.072
C 1.008 0.442 -4.593 -0.012 0.004 -0.016
C 0.236 -0.226 -5.727 -0.004 0.017 -0.004
C -1.222 -0.457 -5.345 -0.010 -0.037 -0.013
C -1.344 -1.300 -4.080 0.037 0.008 0.019
C -1.464 2.051 -2.009 -0.035 -0.024 -0.022
C -0.166 2.818 -1.703 0.010 0.027 -0.026
C -0.416 4.327 -1.761 0.011 -0.007 0.024
C -1.013 4.740 -3.103 0.005 0.008 -0.016
C -2.281 3.951 -3.412 -0.013 -0.009 0.001
C -2.007 2.446 -3.394 0.026 0.014 0.024
C -0.889 -1.895 2.393 0.020 -0.004 0.033
C -0.994 -3.060 3.150 0.008 -0.016 -0.024
C -0.667 -3.062 4.501 -0.002 -0.011 -0.008
C -0.197 -1.904 5.103 0.001 -0.001 -0.006
C -0.089 -0.728 4.371 -0.004 0.009 0.003
C -0.453 -0.719 3.026 0.023 0.002 0.084
P -0.528 0.775 2.017 -0.086 -0.047 -0.116
C 0.675 2.041 2.540 -0.011 0.031 -0.010
C 2.106 1.502 2.365 0.005 0.001 0.020
C 3.153 2.569 2.703 0.004 -0.010 -0.015
C 2.816 3.338 3.995 -0.003 0.008 0.021
C 1.732 2.629 4.797 -0.015 0.001 0.001
C 0.436 2.584 3.986 0.023 -0.035 0.020
C -2.288 1.304 1.906 0.022 -0.007 0.018
C -3.157 1.039 3.158 0.010 -0.006 0.004
C -3.247 2.197 4.147 -0.023 -0.004 0.009
C -3.596 3.504 3.445 0.001 -0.006 -0.004
C -2.564 3.828 2.371 0.007 -0.023 -0.003
C -2.475 2.719 1.325 0.004 0.019 0.008
H -1.103 -4.304 0.207 -0.036 0.022 -0.008
H -0.429 -3.554 -1.228 -0.004 -0.010 0.005
H 0.562 -3.741 0.242 0.017 -0.036 -0.011
H -3.879 -2.865 1.006 -0.003 0.004 0.005
H -6.046 -2.214 0.052 0.003 -0.003 0.005
H -6.179 -0.441 -1.658 0.002 0.002 -0.002
H -4.139 0.680 -2.445 -0.003 0.006 -0.014
H -0.348 -1.715 -2.256 -0.001 0.009 0.000
H 1.480 0.106 -2.500 0.013 0.027 -0.039
H 1.515 -1.320 -3.497 -0.028 0.027 0.000
H 0.610 1.444 -4.416 -0.007 0.012 0.010
H 2.054 0.578 -4.873 0.002 0.004 0.005
H 0.295 0.382 -6.630 0.006 0.001 0.002
H 0.706 -1.186 -5.968 0.002 -0.003 0.007
H -1.734 0.498 -5.227 0.004 0.011 0.011
H -1.743 -0.978 -6.149 -0.001 0.009 -0.002
H -2.386 -1.401 -3.769 0.000 -0.004 0.007
H -1.001 -2.313 -4.312 -0.001 -0.001 -0.006
H -2.223 2.334 -1.270 0.009 0.000 0.011
H 0.228 2.552 -0.708 -0.021 -0.013 0.024
H 0.604 2.540 -2.429 0.003 0.008 -0.003
H -1.104 4.605 -0.955 0.002 0.005 -0.010
H 0.519 4.857 -1.576 0.001 0.005 -0.004
H -1.226 5.809 -3.098 0.000 0.000 0.001
H -0.278 4.572 -3.897 -0.001 -0.002 0.002
H -3.059 4.190 -2.679 -0.001 0.001 -0.001
H -2.676 4.229 -4.389 0.002 0.001 -0.001
H -2.908 1.889 -3.650 -0.016 -0.005 0.007
H -1.263 2.213 -4.154 0.008 -0.002 -0.004
H -1.319 -3.986 2.690 0.002 0.003 -0.003
H -0.764 -3.971 5.079 -0.004 0.001 0.002
H 0.081 -1.910 6.149 0.002 0.001 0.002
H 0.277 0.160 4.864 -0.010 0.003 -0.003
H 0.524 2.857 1.822 -0.005 0.001 0.008
H 2.239 0.627 3.009 -0.001 -0.008 -0.005
H 2.278 1.158 1.340 0.004 0.020 -0.017
H 4.120 2.073 2.795 0.002 0.002 -0.006
H 3.244 3.261 1.863 -0.010 0.002 0.003
H 3.712 3.472 4.598 -0.001 -0.004 0.002
H 2.460 4.343 3.752 0.007 0.000 -0.002
H 2.059 1.623 5.078 0.008 0.006 -0.002
H 1.536 3.158 5.730 0.000 0.000 0.001
H -0.330 2.017 4.514 0.009 0.020 -0.014
H 0.048 3.598 3.914 0.012 0.034 -0.018
H -2.631 0.582 1.159 -0.016 0.018 -0.021
H -4.162 0.845 2.771 0.002 0.018 -0.013
H -2.847 0.117 3.653 -0.008 0.000 0.005
H -4.009 1.949 4.887 0.011 0.008 0.014
H -2.314 2.315 4.704 -0.011 -0.001 -0.025
H -4.586 3.421 2.986 0.002 -0.003 0.005
H -3.655 4.317 4.167 0.005 0.002 0.000
H -2.809 4.764 1.866 -0.022 -0.011 -0.004
H -1.590 3.982 2.838 0.024 0.012 0.012
H -3.415 2.701 0.763 0.002 -0.007 -0.014
H -1.685 2.955 0.606 0.003 -0.010 0.025
C 4.646 -4.914 -0.110 0.017 0.032 -0.009
N 3.707 -3.912 0.395 0.005 -0.030 0.041
N 3.239 -2.883 -0.372 -0.049 0.030 0.009
C 2.559 -2.039 0.434 0.088 -0.071 -0.090
O 2.033 -0.944 -0.068 -0.061 -0.019 0.129
C 2.608 -2.530 1.731 -0.048 0.022 0.104
C 3.348 -3.704 1.670 0.023 -0.009 -0.034
C 3.758 -4.627 2.760 -0.007 -0.014 -0.009
C 3.382 -2.821 -1.801 -0.008 -0.031 -0.040
C 4.258 -1.901 -2.353 0.022 -0.036 0.016
C 4.407 -1.868 -3.733 -0.004 0.024 -0.016
C 3.692 -2.748 -4.535 -0.002 0.002 0.016
C 2.813 -3.663 -3.966 0.038 0.000 -0.003
C 2.649 -3.700 -2.589 -0.046 -0.012 0.016
H 4.558 -4.981 -1.189 -0.016 -0.001 -0.005
H 4.391 -5.875 0.328 0.000 0.005 0.005
H 5.664 -4.638 0.158 0.006 -0.002 -0.007
H 2.172 -2.092 2.613 -0.003 0.013 -0.018
H 3.420 -4.241 3.718 -0.006 0.001 0.001
H 4.842 -4.734 2.797 0.002 0.004 0.001
H 3.327 -5.619 2.616 0.007 -0.002 -0.002
H 4.830 -1.240 -1.714 -0.010 0.005 0.002
H 5.100 -1.167 -4.179 -0.004 -0.002 0.000
H 3.831 -2.732 -5.607 0.001 0.001 -0.001
H 2.268 -4.357 -4.592 -0.005 -0.003 -0.003
H 1.977 -4.415 -2.129 0.018 -0.002 0.004